# C3H3N3O2

C3H3N3O2 in the gas phase at a distorted geometry (ωB97M-V/def2-TZVPD, the OMol25 dataset).

Results
E: -11718.1302 eV
Relative energy (zero: lowest compared OMol25 entry of this formula, charge and spin): 755.2 kJ/mol
Structure (SMILES): C=Nn1oncc1=O
HOMO-LUMO gap: 8.9 eV

Structure (ORCA input):
```
! wB97M-V def2-TZVPD RIJCOSX def2/J DEFGRID3
* xyz 0 1
C -2.026 -0.193 0.033
C 1.925 0.495 -0.100
C 0.485 0.748 -0.189
H -2.001 0.803 0.134
H -2.876 -0.862 0.556
H 2.818 1.220 0.299
N -1.220 -1.155 -0.241
N 0.009 -0.558 -0.349
N 2.234 -0.820 -0.019
O 0.890 -1.401 -0.011
O -0.237 1.723 -0.114
*
```